{"formula": "C31H38O11", "method": "ωB97M-V with the def2-TZVPD basis set", "elements": ["C", "C", "C", "C", "C", "C", "C", "C", "C", "C", "C", "C", "C", "C", "C", "O", "C", "O", "C", "C", "C", "O", "H", "H", "H", "H", "H", "H", "H", "H", "H", "H", "H", "H", "H", "H", "H", "H", "H", "H", "H", "H", "H", "H", "H", "H", "H", "H", "H", "H", "H", "H", "O", "C", "C", "C", "O", "C", "O", "C", "C", "O", "H", "H", "H", "H", "O", "C", "C", "C", "O", "C", "O", "C", "C", "O", "H", "H", "H", "H"], "xyz": [[1.535946, -1.663811, 4.101892], [0.700531, -2.939274, 4.204976], [-0.402037, -3.000139, 3.145366], [-1.553375, -3.930813, 3.530711], [-2.198804, -4.821249, 2.447665], [-2.260250, -4.254785, 1.015618], [-1.311639, -4.936471, 0.003284], [-1.090048, -4.150211, -1.305965], [0.213708, -3.332783, -1.398469], [0.268406, -1.877201, -1.009618], [1.433042, -1.195190, -1.040233], [2.740496, -1.746726, -1.560690], [4.012738, -1.508025, -0.716826], [4.774544, -2.821253, -0.466529], [4.128781, -3.751100, 0.535875], [4.089356, -3.217389, 1.840500], [1.453579, 0.229445, -0.606196], [2.251385, 1.029288, -1.055595], [0.424762, 0.642616, 0.374174], [-0.741166, -0.005349, 0.363319], [-0.948328, -1.096271, -0.629708], [-2.023945, -1.257436, -1.166479], [2.553339, -1.809120, 4.464532], [1.093752, -0.863979, 4.698988], [1.577999, -1.302819, 3.071896], [1.337840, -3.821362, 4.113712], [0.228705, -2.974543, 5.188797], [-0.792684, -1.983477, 3.034724], [0.027160, -3.275764, 2.178079], [-2.339300, -3.327244, 3.989908], [-1.184258, -4.590515, 4.321756], [-3.218464, -5.022676, 2.782700], [-1.695938, -5.791081, 2.419292], [-3.268230, -4.395867, 0.618805], [-2.090211, -3.176810, 1.026066], [-1.760490, -5.902544, -0.242407], [-0.344801, -5.162548, 0.463715], [-1.039614, -4.860897, -2.133026], [-1.963622, -3.529537, -1.486145], [0.948347, -3.809324, -0.739633], [0.597279, -3.429041, -2.414916], [2.879548, -1.283182, -2.542765], [2.645702, -2.818907, -1.721835], [3.757061, -1.042945, 0.237585], [4.676160, -0.816346, -1.232177], [5.784178, -2.593399, -0.120417], [4.853337, -3.356822, -1.417793], [3.121877, -4.035074, 0.203650], [4.710539, -4.671041, 0.606721], [3.374541, -2.577736, 1.892607], [0.634193, 1.484072, 1.022758], [-1.569657, 0.279380, 0.998550], [0.139668, 4.043302, -1.041512], [1.070760, 4.594987, -1.607069], [2.000544, 3.928013, -2.482573], [2.999789, 4.636223, -3.027646], [3.913972, 4.127393, -3.836853], [3.176567, 6.113804, -2.762285], [4.122654, 6.656548, -3.301874], [2.228443, 6.785185, -1.895042], [1.234962, 6.074017, -1.345096], [0.324774, 6.587324, -0.530441], [1.867046, 2.869880, -2.653781], [4.510423, 4.865016, -4.071906], [2.359073, 7.842654, -1.715212], [-0.262816, 5.856543, -0.257067], [-6.936186, 5.246796, 0.625660], [-5.960857, 4.969415, -0.049159], [-4.618050, 4.815417, 0.466249], [-3.622217, 4.515543, -0.381503], [-2.363180, 4.351406, -0.013699], [-3.855800, 4.342759, -1.866549], [-2.880019, 4.101739, -2.550792], [-5.204600, 4.481969, -2.379272], [-6.197001, 4.774741, -1.528360], [-7.462638, 4.926644, -1.888280], [-4.460593, 4.945322, 1.527614], [-1.839980, 4.126195, -0.815603], [-5.364739, 4.346395, -3.439320], [-7.951968, 5.140044, -1.069427]], "atomic_forces_ev_per_a": [[0.037, -0.001, 0.115], [-0.074, 0.056, -0.152], [-0.071, 0.232, -0.034], [-0.024, -0.291, 0.104], [-0.005, 0.100, -0.137], [0.147, -0.067, -0.187], [-0.055, 0.226, 0.133], [-0.100, -0.127, 0.102], [-0.212, -0.187, 0.162], [0.380, 0.221, 0.122], [0.075, -0.354, 0.182], [-0.147, 0.153, -0.200], [-0.124, -0.317, 0.125], [-0.017, 0.375, -0.196], [-0.098, -0.234, -0.182], [-0.068, 0.109, 0.338], [0.023, 0.247, -0.247], [0.116, -0.214, 0.190], [-0.494, -0.242, 0.181], [0.351, 0.286, 0.214], [-0.032, 0.103, -0.226], [0.049, -0.120, 0.287], [0.028, 0.008, -0.023], [-0.027, 0.037, -0.090], [0.096, -0.016, -0.091], [-0.027, -0.043, 0.063], [0.074, -0.097, 0.074], [-0.007, 0.003, -0.200], [0.084, -0.011, -0.045], [0.021, 0.017, 0.046], [-0.138, -0.041, 0.019], [0.045, -0.129, 0.003], [0.061, -0.002, -0.014], [-0.032, 0.173, 0.028], [0.041, 0.081, 0.015], [0.102, -0.041, 0.026], [0.025, 0.034, 0.086], [-0.075, -0.044, 0.058], [-0.001, 0.086, -0.151], [0.065, -0.168, -0.200], [0.057, 0.040, -0.020], [0.075, -0.119, -0.031], [-0.135, 0.042, -0.116], [0.074, 0.067, 0.049], [-0.068, 0.107, 0.057], [0.039, -0.032, -0.021], [0.155, -0.003, -0.018], [-0.038, -0.019, 0.008], [-0.012, -0.005, -0.017], [-0.022, 0.073, 0.066], [-0.027, 0.087, -0.155], [-0.116, 0.006, -0.117], [-0.023, -0.027, -0.028], [0.094, -0.120, -0.079], [-0.077, -0.164, -0.029], [-0.018, -0.020, -0.010], [-0.027, -0.075, -0.002], [-0.130, 0.143, 0.140], [0.055, -0.009, -0.054], [0.090, 0.090, -0.053], [0.002, 0.050, 0.040], [0.026, 0.071, 0.001], [0.061, 0.005, 0.017], [0.003, 0.066, 0.012], [-0.013, 0.000, 0.017], [0.004, -0.047, -0.018], [-0.059, 0.002, 0.001], [0.172, -0.016, 0.110], [-0.040, 0.025, 0.119], [-0.005, -0.011, 0.039], [-0.073, 0.046, 0.006], [-0.178, 0.039, -0.140], [0.070, -0.019, 0.013], [0.074, -0.039, -0.085], [-0.039, 0.003, -0.081], [0.015, -0.010, -0.082], [0.023, 0.002, -0.003], [0.023, -0.041, 0.098], [-0.018, 0.004, 0.002], [0.012, 0.007, 0.066]], "lowdin_charge": [-0.111, -0.262, -0.230, -0.201, -0.195, -0.202, -0.197, -0.179, -0.120, -0.071, -0.096, -0.122, -0.172, -0.188, -0.273, -0.057, -0.337, 0.109, 0.026, 0.028, -0.334, 0.116, 0.071, 0.073, 0.053, 0.110, 0.105, 0.105, 0.103, 0.109, 0.103, 0.101, 0.105, 0.111, 0.093, 0.109, 0.102, 0.107, 0.096, 0.102, 0.124, 0.134, 0.093, 0.106, 0.112, 0.116, 0.117, 0.105, 0.120, 0.058, 0.125, 0.124, 0.081, -0.281, 0.078, -0.225, 0.124, -0.310, 0.106, 0.076, -0.225, 0.123, 0.122, 0.120, 0.136, 0.107, 0.101, -0.316, 0.072, -0.228, 0.094, -0.308, 0.114, 0.074, -0.237, 0.115, 0.134, 0.079, 0.135, 0.118], "smiles": "CCCCCCCCCC1=C(CCCCO)C(=O)C=CC1=O.O=C1C=C(O)C(=O)C=C1O.O=C1C=C(O)C(=O)C=C1O", "homo_ev": -9.634, "homo_lumo_gap_ev": 8.17, "de_lowest_kcal_mol": 0.0, "total_energy_ha": -2031.64280}